This record from the Open Molecules 2025 dataset describes a 9-piece molecular cluster, C19H56N6O9 overall. The level of theory is ωB97M-V/def2-TZVPD.

Results
Electronic energy, eV: -47979.9984
Energy above the lowest of the compared OMol25 structures with the same formula, charge and spin, kcal/mol: 20.15
Frontier orbital gap, eV: 9.64
LUMO, Ha: 0.0168
SMILES: NC(N)=O.NC(N)=O.NC(N)=O.CC(C)O.CC(C)O.CC(C)O.CC(C)O.CCO.CCO

Structure (ORCA input):
```
! RIJCOSX wB97M-V def2-TZVPD def2/J DEFGRID3
* xyz 0 1
N -0.538 -0.206 -0.394
C 0.356 0.636 0.066
N -0.241 1.286 1.029
O 1.521 0.731 -0.125
H -1.498 0.021 -0.177
H -0.396 -1.045 -0.939
H 0.336 1.922 1.562
H -1.208 1.075 1.228
N 5.448 -1.444 1.261
C 4.643 -0.589 0.658
N 3.466 -0.630 1.234
O 4.925 0.097 -0.306
H 6.323 -1.650 0.802
H 5.035 -1.827 2.100
H 2.705 0.000 1.020
H 3.444 -1.254 2.028
N 2.352 -1.424 -2.057
C 1.524 -2.324 -2.517
N 2.145 -3.193 -3.206
O 0.313 -2.361 -2.313
H 2.100 -0.698 -1.402
H 3.319 -1.514 -2.334
H 1.594 -3.873 -3.710
H 3.139 -3.030 -3.285
C -2.793 -5.458 -1.701
C -2.550 -4.495 -2.885
C -3.677 -4.494 -3.998
O -2.312 -3.231 -2.410
H -1.913 -5.569 -1.068
H -2.854 -6.424 -2.201
H -3.699 -5.206 -1.149
H -1.582 -4.762 -3.308
H -4.629 -4.047 -3.711
H -3.884 -5.521 -4.298
H -3.263 -3.952 -4.848
H -1.364 -3.210 -2.258
C 3.174 2.130 -2.782
C 1.962 3.033 -2.867
C 0.840 2.394 -3.690
O 1.501 3.219 -1.537
H 3.651 2.000 -3.753
H 3.061 1.150 -2.317
H 3.958 2.616 -2.202
H 2.145 3.960 -3.412
H 1.176 2.073 -4.676
H 0.021 3.108 -3.777
H 0.398 1.488 -3.274
H 1.426 2.318 -1.216
C 0.589 -2.955 1.537
C -0.645 -2.605 2.313
C -1.941 -2.989 1.505
O -0.715 -3.361 3.466
H 0.566 -2.325 0.648
H 0.640 -3.999 1.228
H 1.433 -2.596 2.126
H -0.640 -1.567 2.647
H -1.996 -2.419 0.577
H -2.874 -2.712 1.996
H -1.979 -4.069 1.362
H -0.841 -2.803 4.237
C -2.930 1.063 3.657
C -3.838 0.587 2.513
C -5.104 1.496 2.372
O -3.100 0.784 1.304
H -3.222 0.791 4.672
H -2.608 2.102 3.716
H -1.995 0.509 3.578
H -4.095 -0.471 2.573
H -4.907 2.565 2.292
H -5.768 1.408 3.232
H -5.688 1.256 1.483
H -3.214 1.698 1.032
C 3.882 3.017 1.122
C 3.737 3.404 2.609
O 2.381 3.699 2.750
H 3.837 3.917 0.509
H 3.132 2.322 0.744
H 4.802 2.455 0.959
H 4.238 4.341 2.853
H 3.975 2.687 3.394
H 2.177 4.057 3.617
C -1.739 4.829 1.380
C -1.712 4.183 0.058
O -2.786 3.293 -0.111
H -1.547 4.064 2.133
H -2.717 5.269 1.578
H -0.946 5.575 1.440
H -0.744 3.734 -0.161
H -1.750 4.859 -0.796
H -2.949 3.082 -1.033
*
```

This record from the Open Molecules 2025 dataset describes a 9-piece molecular cluster, C19H56NO10S8 overall. The level of theory is ωB97M-V/def2-TZVPD.

Results
Electronic energy, eV: -129246.8840
Frontier orbital gap, eV: 7.92
LUMO, Ha: -0.0887

Structure (ORCA input):
```
! RIJCOSX wB97M-V def2-TZVPD def2/J DEFGRID3
* xyz 1 1
N -0.397 -1.113 -0.428
C 0.814 -0.281 -0.791
C 0.712 0.073 -2.282
C 1.452 -0.958 -3.095
O 0.931 -1.973 -3.476
O 2.758 -0.661 -3.361
H -0.551 -1.813 -1.161
H -0.310 -1.598 0.465
H -1.231 -0.524 -0.401
H 0.852 0.623 -0.183
H 1.675 -0.919 -0.572
H -0.336 0.034 -2.596
H 1.087 1.090 -2.380
H 3.374 -1.162 -2.810
C 2.230 3.871 1.257
S 2.289 3.804 -0.523
O 1.698 2.470 -0.915
C 4.057 3.654 -0.658
H 1.193 3.921 1.582
H 2.694 2.975 1.669
H 2.769 4.755 1.598
H 4.385 2.776 -0.100
H 4.510 4.560 -0.251
H 4.318 3.556 -1.711
C -2.719 4.882 4.026
S -1.545 4.383 2.774
O -0.275 4.012 3.471
C -1.294 6.017 2.077
H -2.971 4.001 4.613
H -2.257 5.638 4.661
H -3.625 5.261 3.555
H -0.944 6.689 2.861
H -2.232 6.371 1.651
H -0.542 5.934 1.294
C -1.438 -4.488 -2.894
S -2.566 -3.241 -2.284
O -2.292 -3.100 -0.810
C -4.066 -4.173 -2.506
H -0.425 -4.105 -2.789
H -1.566 -5.404 -2.317
H -1.651 -4.672 -3.946
H -3.983 -5.108 -1.955
H -4.194 -4.380 -3.567
H -4.899 -3.581 -2.134
C -6.159 -8.815 -2.948
S -4.932 -7.667 -2.324
O -4.063 -7.273 -3.469
C -4.007 -8.862 -1.357
H -6.809 -8.265 -3.625
H -5.656 -9.620 -3.484
H -6.741 -9.206 -2.113
H -3.655 -9.658 -2.013
H -4.645 -9.260 -0.569
H -3.159 -8.341 -0.916
C 7.986 5.687 1.484
S 7.105 6.806 0.394
O 5.763 6.198 0.170
C 8.071 6.466 -1.079
H 7.488 5.717 2.450
H 7.941 4.678 1.073
H 9.018 6.021 1.587
H 8.021 5.401 -1.304
H 9.101 6.782 -0.916
H 7.636 7.041 -1.893
C 2.311 1.812 4.414
S 3.663 2.759 5.123
O 4.425 3.326 3.977
C 4.602 1.350 5.722
H 1.623 2.519 3.949
H 2.715 1.119 3.675
H 1.793 1.275 5.209
H 4.848 0.699 4.883
H 4.016 0.817 6.471
H 5.513 1.735 6.174
C -8.104 3.501 4.447
S -6.753 4.376 5.240
O -5.906 4.924 4.144
C -5.912 2.916 5.863
H -8.724 4.246 3.952
H -7.699 2.805 3.713
H -8.689 2.978 5.202
H -5.663 2.260 5.029
H -6.556 2.407 6.580
H -5.005 3.250 6.364
C 0.523 -6.507 -7.655
S 1.905 -6.743 -6.530
O 1.818 -8.137 -6.032
C 1.258 -5.698 -5.216
H 0.711 -7.127 -8.529
H -0.396 -6.825 -7.165
H 0.469 -5.459 -7.952
H 0.282 -6.079 -4.912
H 1.186 -4.667 -5.564
H 1.956 -5.755 -4.383
*
```

This record from the Open Molecules 2025 dataset describes a 19-piece molecular cluster, C19H57N19O38 overall. The level of theory is ωB97M-V/def2-TZVPD.

Results
Electronic energy, eV: -126691.1203
Energy above the lowest of the compared OMol25 structures with the same formula, charge and spin, kcal/mol: 20.10
Frontier orbital gap, eV: 10.36
LUMO, Ha: -0.0086

Structure (ORCA input):
```
! RIJCOSX wB97M-V def2-TZVPD def2/J DEFGRID3
* xyz 0 1
C -2.612 3.305 2.050
N -3.457 2.158 1.847
O -4.619 2.342 1.961
O -2.978 1.061 1.710
H -2.963 3.683 3.024
H -2.774 4.006 1.258
H -1.549 2.931 2.092
C 1.018 -4.035 -2.715
N 1.643 -2.711 -2.856
O 2.854 -2.644 -2.924
O 0.957 -1.698 -2.797
H 0.834 -4.117 -1.617
H 1.685 -4.791 -3.100
H 0.068 -4.022 -3.251
C 0.813 -6.939 0.943
N 0.181 -6.369 -0.314
O 0.661 -6.700 -1.373
O -0.732 -5.591 -0.109
H 1.815 -6.532 1.011
H 0.830 -7.973 0.790
H 0.339 -6.524 1.859
C -1.488 -2.299 3.152
N -0.681 -2.575 4.323
O -1.163 -2.278 5.390
O 0.499 -3.025 4.209
H -1.656 -1.218 3.210
H -2.387 -2.858 3.226
H -0.939 -2.490 2.231
C 0.474 1.776 3.142
N 1.275 2.649 2.294
O 2.352 2.275 1.955
O 0.762 3.679 1.894
H -0.023 1.046 2.499
H -0.179 2.433 3.671
H 1.124 1.203 3.845
C -3.835 -5.311 -3.294
N -3.235 -4.176 -4.074
O -3.979 -3.338 -4.552
O -1.999 -4.148 -4.198
H -4.933 -5.320 -3.354
H -3.567 -5.103 -2.266
H -3.459 -6.290 -3.613
C -4.337 -1.751 0.632
N -4.393 -3.229 0.384
O -4.998 -3.594 -0.593
O -3.856 -3.993 1.173
H -4.373 -1.684 1.694
H -5.083 -1.344 0.032
H -3.342 -1.406 0.335
C 2.655 -2.371 6.011
N 2.231 -1.087 5.404
O 2.675 -0.783 4.264
O 1.432 -0.398 6.028
H 3.159 -2.970 5.250
H 1.788 -2.844 6.403
H 3.264 -2.073 6.846
C -1.355 -1.509 -6.302
N 0.014 -1.106 -6.375
O 0.264 0.128 -6.437
O 0.836 -1.992 -6.347
H -1.778 -1.272 -5.326
H -1.384 -2.593 -6.379
H -1.866 -1.009 -7.123
C 3.102 -1.862 1.339
N 2.876 -3.268 1.713
O 3.434 -3.677 2.698
O 2.083 -3.919 1.041
H 2.394 -1.596 0.575
H 4.108 -1.770 0.952
H 3.052 -1.304 2.242
C 2.738 0.906 -4.725
N 1.808 2.052 -4.436
O 1.509 2.779 -5.374
O 1.404 2.192 -3.342
H 3.746 1.324 -4.532
H 2.669 0.767 -5.789
H 2.398 0.002 -4.173
C -0.873 0.626 -1.037
N -0.572 -0.581 -0.188
O 0.132 -0.459 0.756
O -1.018 -1.673 -0.598
H -0.560 1.508 -0.448
H -1.907 0.568 -1.252
H -0.189 0.420 -1.882
C 4.912 1.572 4.725
N 4.361 0.871 5.947
O 4.706 -0.276 6.132
O 3.548 1.427 6.649
H 5.836 0.986 4.391
H 5.126 2.577 5.016
H 4.113 1.605 4.013
C 4.173 1.903 -1.403
N 5.166 0.983 -0.921
O 5.863 1.225 0.043
O 5.210 -0.099 -1.515
H 4.396 2.864 -0.896
H 3.177 1.521 -1.162
H 4.308 1.862 -2.485
C 0.840 5.177 -0.990
N -0.532 5.324 -0.447
O -0.760 6.337 0.155
O -1.218 4.326 -0.603
H 1.545 5.025 -0.216
H 1.086 6.093 -1.504
H 0.840 4.342 -1.688
C -2.504 0.043 7.068
N -3.073 1.233 6.398
O -3.544 2.138 7.106
O -3.124 1.137 5.198
H -2.704 0.137 8.136
H -1.469 -0.115 6.849
H -3.089 -0.792 6.702
C -2.476 3.131 -3.247
N -2.921 1.788 -3.660
O -4.139 1.673 -3.809
O -2.161 0.863 -3.830
H -1.411 3.131 -3.426
H -2.581 3.298 -2.178
H -2.996 3.886 -3.839
C 5.169 6.139 -4.924
N 4.807 4.849 -4.315
O 5.544 4.350 -3.513
O 3.792 4.267 -4.747
H 4.558 6.913 -4.458
H 4.886 6.110 -5.987
H 6.212 6.217 -4.698
C -6.618 2.030 -0.531
N -5.266 2.688 -0.758
O -5.206 3.909 -0.767
O -4.325 1.917 -0.897
H -6.704 1.133 -1.155
H -7.446 2.751 -0.770
H -6.776 1.905 0.515
*
```

This record from the Open Molecules 2025 dataset describes C19H59AsF6O10 as an isolated structure. The level of theory is ωB97M-V/def2-TZVPD.

Results
Electronic energy, eV: -118272.8802
Energy above the lowest of the compared OMol25 structures with the same formula, charge and spin, kcal/mol: 77.97
Frontier orbital gap, eV: 6.40
LUMO, Ha: -0.1195

Structure (ORCA input):
```
! RIJCOSX wB97M-V def2-TZVPD def2/J DEFGRID3
* xyz 0 1
O -4.880 -1.267 -4.774
H -5.113 -0.513 -5.320
H -4.298 -1.034 -4.047
H -4.460 -1.924 -5.333
As -1.703 0.117 1.391
F -1.403 -0.389 -0.267
F -1.436 -1.557 2.026
F -2.102 0.782 2.947
F -2.054 1.687 0.617
F -3.393 -0.230 1.192
F -0.047 0.490 1.652
C 1.280 -8.794 1.167
C 2.352 -9.299 2.169
C 1.735 -10.187 3.263
O 3.258 -10.188 1.538
H 0.589 -9.490 0.691
H 1.875 -8.338 0.375
H 0.652 -7.998 1.566
H 2.919 -8.490 2.631
H 2.484 -10.563 3.959
H 1.093 -11.025 2.992
H 1.038 -9.642 3.900
H 2.868 -11.046 1.355
C -8.813 5.268 -1.860
C -9.090 3.975 -2.651
C -10.376 4.059 -3.457
O -8.057 3.748 -3.546
H -8.915 6.186 -2.438
H -7.773 5.220 -1.536
H -9.364 5.360 -0.924
H -9.200 3.144 -1.955
H -10.141 4.710 -4.299
H -11.282 4.144 -2.856
H -10.554 3.117 -3.976
H -7.879 4.560 -4.026
C 6.254 4.103 -0.975
C 6.987 4.519 0.306
C 8.314 5.187 -0.107
O 6.146 5.449 0.915
H 6.184 5.051 -1.507
H 5.285 3.647 -0.772
H 6.840 3.419 -1.589
H 7.031 3.690 1.012
H 8.679 4.424 -0.793
H 8.768 5.207 0.884
H 8.217 6.156 -0.596
H 6.260 5.399 1.867
C 4.001 1.580 7.730
C 2.828 2.659 8.013
C 3.098 3.512 9.228
O 2.604 3.365 6.806
H 5.045 1.886 7.802
H 3.915 1.140 6.737
H 3.872 0.694 8.352
H 1.925 2.111 8.282
H 2.368 4.317 9.314
H 4.014 4.094 9.125
H 3.082 2.891 10.124
H 1.747 3.067 6.493
C 0.976 -6.259 -6.378
C 0.153 -4.935 -6.363
C 0.666 -3.789 -7.182
O -1.197 -5.050 -6.703
H 1.137 -6.546 -7.417
H 0.450 -7.052 -5.846
H 1.965 -5.975 -6.019
H 0.140 -4.587 -5.330
H 1.499 -3.352 -6.632
H -0.121 -3.059 -7.375
H 1.118 -4.200 -8.085
H -1.419 -5.983 -6.660
C 0.671 5.072 -4.480
O -0.623 4.576 -4.419
H 0.937 5.555 -3.539
H 1.530 4.435 -4.692
H 0.655 5.860 -5.233
H -0.709 4.134 -3.571
C -1.156 8.016 3.347
O -2.231 7.888 2.384
H -0.880 9.069 3.403
H -1.498 7.678 4.326
H -0.354 7.324 3.091
H -2.572 6.992 2.333
C 6.991 -2.124 0.655
O 7.734 -2.791 -0.352
H 6.437 -2.858 1.240
H 7.676 -1.618 1.336
H 6.323 -1.352 0.274
H 8.246 -2.243 -0.951
C -8.003 -4.230 1.042
O -6.707 -4.564 0.491
H -7.836 -4.116 2.113
H -8.341 -3.260 0.679
H -8.808 -4.949 0.892
H -6.123 -3.867 0.799
*
```

- Which value of frontier orbital gap does entry 2 give?
  7.92 eV

What did the fourth record say?
This record from the Open Molecules 2025 dataset describes C19H59AsF6O10 as an isolated structure. The level of theory is ωB97M-V/def2-TZVPD.

Results
Electronic energy, eV: -118272.8802
Energy above the lowest of the compared OMol25 structures with the same formula, charge and spin, kcal/mol: 77.97
Frontier orbital gap, eV: 6.40
LUMO, Ha: -0.1195

Structure (ORCA input):
```
! RIJCOSX wB97M-V def2-TZVPD def2/J DEFGRID3
* xyz 0 1
O -4.880 -1.267 -4.774
H -5.113 -0.513 -5.320
H -4.298 -1.034 -4.047
H -4.460 -1.924 -5.333
As -1.703 0.117 1.391
F -1.403 -0.389 -0.267
F -1.436 -1.557 2.026
F -2.102 0.782 2.947
F -2.054 1.687 0.617
F -3.393 -0.230 1.192
F -0.047 0.490 1.652
C 1.280 -8.794 1.167
C 2.352 -9.299 2.169
C 1.735 -10.187 3.263
O 3.258 -10.188 1.538
H 0.589 -9.490 0.691
H 1.875 -8.338 0.375
H 0.652 -7.998 1.566
H 2.919 -8.490 2.631
H 2.484 -10.563 3.959
H 1.093 -11.025 2.992
H 1.038 -9.642 3.900
H 2.868 -11.046 1.355
C -8.813 5.268 -1.860
C -9.090 3.975 -2.651
C -10.376 4.059 -3.457
O -8.057 3.748 -3.546
H -8.915 6.186 -2.438
H -7.773 5.220 -1.536
H -9.364 5.360 -0.924
H -9.200 3.144 -1.955
H -10.141 4.710 -4.299
H -11.282 4.144 -2.856
H -10.554 3.117 -3.976
H -7.879 4.560 -4.026
C 6.254 4.103 -0.975
C 6.987 4.519 0.306
C 8.314 5.187 -0.107
O 6.146 5.449 0.915
H 6.184 5.051 -1.507
H 5.285 3.647 -0.772
H 6.840 3.419 -1.589
H 7.031 3.690 1.012
H 8.679 4.424 -0.793
H 8.768 5.207 0.884
H 8.217 6.156 -0.596
H 6.260 5.399 1.867
C 4.001 1.580 7.730
C 2.828 2.659 8.013
C 3.098 3.512 9.228
O 2.604 3.365 6.806
H 5.045 1.886 7.802
H 3.915 1.140 6.737
H 3.872 0.694 8.352
H 1.925 2.111 8.282
H 2.368 4.317 9.314
H 4.014 4.094 9.125
H 3.082 2.891 10.124
H 1.747 3.067 6.493
C 0.976 -6.259 -6.378
C 0.153 -4.935 -6.363
C 0.666 -3.789 -7.182
O -1.197 -5.050 -6.703
H 1.137 -6.546 -7.417
H 0.450 -7.052 -5.846
H 1.965 -5.975 -6.019
H 0.140 -4.587 -5.330
H 1.499 -3.352 -6.632
H -0.121 -3.059 -7.375
H 1.118 -4.200 -8.085
H -1.419 -5.983 -6.660
C 0.671 5.072 -4.480
O -0.623 4.576 -4.419
H 0.937 5.555 -3.539
H 1.530 4.435 -4.692
H 0.655 5.860 -5.233
H -0.709 4.134 -3.571
C -1.156 8.016 3.347
O -2.231 7.888 2.384
H -0.880 9.069 3.403
H -1.498 7.678 4.326
H -0.354 7.324 3.091
H -2.572 6.992 2.333
C 6.991 -2.124 0.655
O 7.734 -2.791 -0.352
H 6.437 -2.858 1.240
H 7.676 -1.618 1.336
H 6.323 -1.352 0.274
H 8.246 -2.243 -0.951
C -8.003 -4.230 1.042
O -6.707 -4.564 0.491
H -7.836 -4.116 2.113
H -8.341 -3.260 0.679
H -8.808 -4.949 0.892
H -6.123 -3.867 0.799
*
```